Entry from the OMol25 dataset: a molecular structure, C10H16MoN2PSe (ωB97M-V with the def2-TZVPD basis set).

Summary:
E, eV: -90090.048
HOMO (spin up / spin down), eV: -9.77 / -11.38
Net charge: +1
Molecular weight, g/mol: 370.126
Spin multiplicity: 3

Element x y z (Å)
C (0.5739, 0.0179, -3.0145)
C (0.1438, -0.5376, -4.2337)
C (-0.2526, -1.8765, -4.4129)
C (-0.3127, -2.8100, -3.3538)
C (0.0174, -2.5200, -2.0202)
Mo (-0.6869, -0.7292, -1.7433)
P (-0.0995, 1.7153, -0.7675)
H (1.1961, 0.9077, -3.0406)
H (0.1690, 0.0732, -5.1438)
H (-0.4291, -2.2394, -5.4309)
H (0.3033, -3.3289, -1.3527)
H (-0.5695, -3.8466, -3.6224)
H (-0.9304, 2.5520, 0.0431)
H (0.1291, 2.6744, -1.7841)
H (1.1874, 1.8651, -0.1734)
C (-2.5059, 0.3390, 2.4886)
N (-1.0995, 0.6310, 2.6516)
C (-0.5409, 1.5713, 3.5043)
C (0.8061, 1.4775, 3.3720)
N (1.0603, 0.4741, 2.4426)
C (2.3763, 0.0633, 1.9902)
C (-0.1216, -0.0051, 1.9565)
Se (-0.3758, -1.3610, 0.6801)
H (-2.8348, 0.4855, 1.4543)
H (-3.0635, 1.0140, 3.1434)
H (-2.7176, -0.7001, 2.7710)
H (-1.1696, 2.2002, 4.1113)
H (1.5841, 2.0449, 3.8465)
H (2.8356, 0.8170, 1.3375)
H (3.0383, -0.0848, 2.8524)
H (2.2892, -0.8842, 1.4485)